{"formula": "C14H32AsIN6O5Os", "method": "wB97M-V/def2-TZVPD", "species": ["Os", "N", "C", "C", "C", "C", "N", "C", "N", "N", "C", "O", "O", "H", "H", "H", "H", "H", "H", "H", "H", "H", "H", "H", "H", "H", "H", "C", "C", "N", "O", "C", "C", "N", "O", "H", "H", "H", "H", "H", "H", "H", "I", "C", "H", "H", "C", "As", "C", "C", "O", "H", "H", "H", "H", "H", "H", "H", "H", "H"], "xyz": [[0.663, -1.472, 0.197], [-0.709, -0.080, 1.600], [-0.856, 1.271, 1.029], [-2.117, 2.029, 1.443], [-3.421, 1.237, 1.313], [-3.760, 0.781, -0.104], [-4.072, 1.930, -0.957], [-3.799, 2.035, -2.252], [-3.308, 1.004, -2.931], [-4.058, 3.179, -2.892], [-0.688, 1.200, -0.484], [-1.071, 2.122, -1.184], [-0.083, 0.143, -0.939], [-1.597, -0.574, 1.625], [-0.361, -0.032, 2.552], [0.012, 1.846, 1.358], [-2.154, 2.921, 0.820], [-2.013, 2.361, 2.478], [-4.238, 1.860, 1.689], [-3.420, 0.354, 1.959], [-4.609, 0.097, -0.081], [-2.916, 0.243, -0.539], [-4.498, 2.726, -0.510], [-3.077, 0.134, -2.483], [-3.024, 1.115, -3.888], [-4.348, 4.002, -2.394], [-3.876, 3.278, -3.874], [2.938, -2.164, 3.987], [1.988, -2.059, 2.845], [2.121, -1.235, 1.870], [3.230, -0.460, 1.840], [0.810, -2.916, 2.718], [0.327, -3.834, 3.776], [0.171, -2.816, 1.561], [-0.937, -3.374, 1.296], [3.581, -1.293, 4.033], [3.567, -3.051, 3.859], [2.398, -2.276, 4.928], [3.213, -0.169, 0.894], [1.151, -4.426, 4.179], [-0.434, -4.496, 3.374], [-0.110, -3.270, 4.606], [-1.894, -2.502, -1.765], [0.207, -2.649, -1.446], [0.704, -2.279, -2.338], [0.419, -3.700, -1.272], [1.580, 1.068, -3.151], [2.933, 0.649, -1.878], [4.349, -0.236, -2.798], [3.606, 2.254, -1.102], [2.429, -0.357, -0.606], [2.050, 1.651, -3.944], [0.774, 1.629, -2.684], [1.189, 0.137, -3.555], [4.904, 0.491, -3.389], [3.930, -0.995, -3.453], [5.005, -0.698, -2.066], [3.862, 2.963, -1.891], [4.495, 2.019, -0.523], [2.842, 2.682, -0.459]], "lumo_energy_ev": [-5.2, -7.4], "charge": 2, "spin_multiplicity": 5, "e_above_lowest_kcal_mol": 1.4, "orbital_gap_ev": [8.5993, 6.5342]}

***

{"formula": "C32H53N2O7", "method": "wB97M-V/def2-TZVPD", "species": ["C", "O", "C", "C", "C", "O", "C", "C", "C", "C", "C", "C", "O", "C", "O", "C", "C", "C", "C", "C", "C", "O", "C", "C", "C", "C", "C", "C", "C", "O", "O", "H", "H", "H", "H", "H", "H", "H", "H", "H", "H", "H", "H", "H", "H", "H", "H", "H", "H", "H", "H", "H", "H", "H", "H", "H", "H", "H", "H", "H", "H", "H", "H", "H", "H", "H", "H", "H", "H", "H", "C", "C", "C", "C", "N", "H", "H", "H", "H", "H", "H", "H", "C", "C", "C", "C", "N", "H", "H", "H", "H", "H", "H", "H"], "xyz": [[-3.592, 1.426, 0.871], [-2.406, 2.178, 0.846], [-1.296, 1.507, 0.242], [-0.899, 2.245, -1.031], [-1.813, 2.009, -2.213], [-2.379, 0.682, -2.199], [-3.092, 0.385, -3.321], [-4.424, -0.002, -3.197], [-5.150, -0.365, -4.330], [-4.555, -0.335, -5.587], [-3.217, 0.050, -5.703], [-2.482, 0.411, -4.580], [0.473, 2.133, -1.359], [0.997, 0.897, -1.790], [2.252, 0.819, -1.151], [2.365, 0.024, 0.000], [3.736, 0.275, 0.665], [4.705, 1.040, -0.233], [3.592, 0.961, 2.026], [2.697, 2.210, 1.966], [3.138, 0.005, 3.125], [0.148, -0.101, -1.329], [-0.066, -1.235, -2.158], [-0.797, -2.282, -1.328], [-2.301, -2.017, -1.261], [-0.459, -3.712, -1.806], [-0.530, -4.699, -0.640], [-1.360, -4.201, -2.936], [1.229, 0.838, -3.360], [0.395, 1.483, -4.025], [2.138, 0.082, -3.722], [-4.324, 1.988, 1.448], [-3.444, 0.458, 1.359], [-3.991, 1.266, -0.133], [-1.556, 0.473, 0.041], [-0.456, 1.582, 0.932], [-1.042, 3.298, -0.781], [-1.219, 2.149, -3.111], [-2.638, 2.730, -2.209], [-4.883, -0.040, -2.219], [-6.180, -0.675, -4.212], [-5.123, -0.619, -6.461], [-2.746, 0.056, -6.676], [-1.441, 0.709, -4.662], [1.576, 0.266, 0.717], [2.282, -1.035, -0.251], [4.201, -0.699, 0.836], [5.695, 1.019, 0.227], [4.789, 0.567, -1.208], [4.402, 2.075, -0.363], [4.598, 1.286, 2.315], [2.668, 2.615, 0.957], [3.043, 2.943, 2.686], [1.682, 1.936, 2.256], [3.173, 0.510, 4.091], [2.132, -0.369, 2.942], [3.833, -0.832, 3.188], [-0.656, -0.949, -3.031], [0.889, -1.635, -2.493], [-0.420, -2.164, -0.310], [-2.726, -1.785, -2.235], [-2.518, -1.200, -0.575], [-2.826, -2.891, -0.868], [0.564, -3.717, -2.185], [-0.060, -4.300, 0.257], [-0.009, -5.624, -0.887], [-1.566, -4.949, -0.402], [-1.039, -5.201, -3.235], [-2.395, -4.290, -2.617], [-1.287, -3.568, -3.819], [2.373, 7.879, 3.053], [3.836, 7.457, 3.118], [4.020, 5.939, 3.019], [3.350, 5.238, 4.112], [2.820, 4.699, 4.968], [1.806, 7.468, 3.890], [2.283, 8.965, 3.093], [1.906, 7.537, 2.128], [4.282, 7.814, 4.049], [4.389, 7.921, 2.300], [5.078, 5.675, 3.049], [3.610, 5.564, 2.079], [-2.051, -6.697, 2.927], [-1.952, -5.710, 4.084], [-1.293, -4.388, 3.676], [0.070, -4.590, 3.194], [1.130, -4.764, 2.806], [-1.062, -6.970, 2.557], [-2.551, -7.612, 3.244], [-2.617, -6.273, 2.096], [-1.386, -6.156, 4.904], [-2.950, -5.491, 4.468], [-1.256, -3.694, 4.517], [-1.864, -3.910, 2.877]], "lumo_energy_ev": 2.3, "charge": -1, "orbital_gap_ev": 7.2195}

***

{"formula": "C3H5BeO5", "method": "wB97M-V/def2-TZVPD", "species": ["O", "C", "C", "O", "H", "H", "H", "H", "H", "Be", "O", "C", "O", "O"], "xyz": [[0.449, 1.528, 0.212], [-0.250, 1.041, -0.762], [-1.634, 0.114, -0.086], [-1.580, -1.142, -0.500], [0.965, 0.887, 0.577], [0.372, 0.224, -1.367], [-0.752, 1.725, -1.469], [-2.490, 0.688, -0.476], [-1.488, 0.280, 0.994], [-0.279, -1.658, -0.176], [0.961, -1.335, -0.219], [1.805, -0.952, 0.702], [2.117, -1.744, 1.593], [1.804, 0.344, 0.975]], "lumo_energy_ev": [-0.3, -3.4], "charge": 0, "spin_multiplicity": 2, "orbital_gap_ev": [9.2769, 5.7240]}

***

{"formula": "C5H7N", "method": "wB97M-V/def2-TZVPD", "species": ["C", "C", "C", "N", "C", "C", "H", "H", "H", "H", "H", "H", "H"], "xyz": [[0.207, -0.453, -1.308], [0.761, -0.280, 0.052], [-0.499, 0.802, -0.806], [-1.626, 0.736, -0.018], [-0.057, -0.754, 1.190], [-0.554, 0.643, 0.878], [-0.405, -1.345, -1.423], [0.921, -0.292, -2.113], [1.726, 0.189, 0.214], [-0.031, 1.732, -1.169], [0.490, -0.959, 2.105], [-0.823, -1.487, 0.947], [-0.109, 1.467, 1.452]], "lumo_energy_ev": 1.0, "charge": 0, "e_above_lowest_kcal_mol": 98.6, "orbital_gap_ev": 8.4419}